1.
A structure of composition C30H32FeN2O3P at a distorted geometry, computed with wB97M-V/def2-TZVPD.

The expectation value of S² is 6.066. As for the charge: +1. The calculation puts the total energy at -84416.9598 eV. The value obtained for the relative energy (zero: lowest compared OMol25 entry of this formula, charge and spin) is 1.7 kcal/mol. Its spin multiplicity is 5. The LUMO energy (alpha / beta) comes out at -2.32 / -5.32 eV.

CARTESIAN COORDINATES (ANGSTROEM)
Fe (0.15243, -0.82643, 8.25169)
P (-3.37635, -3.68917, 5.04440)
O (0.41158, -1.41464, 5.41229)
O (1.97457, 1.38094, 7.63851)
O (2.42811, -2.59270, 8.41992)
N (-2.32396, -5.03618, 5.36326)
N (-4.71195, -4.65665, 5.61526)
C (-1.77977, -5.27253, 2.52370)
C (1.21719, 0.57429, 7.99753)
C (-8.82470, -4.25981, 4.61648)
C (-5.53540, -4.86416, 2.82224)
C (-6.65667, -4.28287, 7.73399)
C (-1.05322, -1.21961, 9.91120)
C (-4.28440, -5.83301, 6.21019)
C (-0.68219, -5.21736, 3.54147)
C (-1.52276, 0.71117, 8.48204)
C (-8.40325, -4.20898, 5.94741)
C (-10.27212, -4.14641, 4.24125)
C (-3.29371, -0.84892, 7.74938)
C (-0.96436, -5.13116, 4.91745)
C (-6.09545, -4.45884, 5.26805)
C (1.69732, -5.31804, 4.05929)
C (0.07238, -5.18129, 5.86691)
C (-1.37280, -2.08708, 8.80645)
C (-2.83890, 0.43293, 7.96883)
C (0.64948, -5.30181, 3.13392)
C (1.39433, -5.27658, 5.42284)
C (1.46897, -1.94428, 8.56075)
C (-2.95175, -6.04454, 6.07406)
C (3.12732, -5.38627, 3.61231)
C (-6.50534, -4.56216, 3.92434)
C (-1.00742, 0.15529, 9.69425)
C (-2.60590, -2.04592, 8.04364)
C (-7.05444, -4.31096, 6.29032)
C (0.11777, -1.14399, 6.51038)
C (-0.21301, -5.13343, 7.33309)
C (-7.86238, -4.44301, 3.61736)
H (0.65232, -4.71454, 7.86070)
H (-4.91834, -5.74797, 3.03218)
H (-7.49208, -3.87391, 8.31568)
H (-1.07779, -4.49796, 7.54734)
H (-2.29239, -4.30899, 2.40181)
H (3.64756, -6.23749, 4.06948)
H (-0.40426, -6.13267, 7.75595)
H (-2.38852, -6.89826, 6.41481)
H (-3.19191, -2.97919, 8.13098)
H (-1.11330, 1.69264, 8.18562)
H (-5.00221, -6.49587, 6.66527)
H (-4.87616, -4.01650, 2.59154)
H (-5.77883, -3.65193, 7.92252)
H (-9.14612, -4.08548, 6.74064)
H (2.19957, -5.31346, 6.15700)
H (-2.52941, -6.03811, 2.76156)
H (-10.42439, -3.33818, 3.51514)
H (-3.43576, 1.29074, 7.63744)
H (-2.99204, -2.87784, 6.36254)
H (3.18719, -5.48965, 2.52467)
H (3.66547, -4.47497, 3.90346)
H (-10.88029, -3.94148, 5.12690)
H (0.87802, -5.36953, 2.06812)
H (-10.64233, -5.06933, 3.77524)
H (-0.95698, -3.10272, 8.90644)
H (-4.27550, -0.93998, 7.27126)
H (-0.58233, 0.81792, 10.45840)
H (-0.67206, -1.64811, 10.84525)
H (-6.10758, -5.08015, 1.91139)
H (-8.17783, -4.51222, 2.57350)
H (-6.45272, -5.28798, 8.13297)
H (-1.34312, -5.53375, 1.55214)


2.
A structure of composition C30H32Ge2IrN5O6S3, computed with wB97M-V/def2-TZVPD.

The expectation value of S² is 6.023. As for the charge: 0. The calculation puts the total energy at -199740.6053 eV. The value obtained for the relative energy (zero: lowest compared OMol25 entry of this formula, charge and spin) is 3.7 kcal/mol. Its spin multiplicity is 5. The LUMO energy (alpha / beta) comes out at -0.19 / -2.52 eV.

CARTESIAN COORDINATES (ANGSTROEM)
Ir (-0.28500, -1.73957, 1.00456)
Ge (-3.46627, 2.66731, -0.03932)
Ge (-1.28096, 1.69476, -0.43416)
S (2.50968, -3.26296, 1.63294)
S (-2.64006, -1.19112, 1.17238)
S (4.00714, -1.01538, 1.31756)
O (4.28892, -3.14703, -0.28222)
O (-0.50959, -2.91019, 2.71514)
O (0.83752, -0.94786, -0.40614)
O (0.93988, -1.26374, 6.67173)
O (1.95067, 0.71089, 6.58880)
O (-0.21641, -2.89619, 4.93198)
N (-1.07198, -3.03534, -0.31872)
N (-4.36283, -3.19394, 0.84768)
N (0.53208, -0.53942, 2.45424)
N (1.16242, 0.63021, 2.50195)
N (-2.31787, -3.58626, -0.07185)
C (1.20811, 4.27054, 1.78191)
C (-0.99104, 0.97841, -2.22229)
C (1.55916, 2.41458, -0.24964)
C (3.70656, -2.53784, 0.71548)
C (-0.12141, -2.37869, 3.82825)
C (0.10716, 3.67282, 1.18623)
C (-3.54690, 4.52047, -0.68297)
C (-0.08531, 1.52862, -3.12964)
C (2.81076, -1.62308, -3.33784)
C (1.14521, -0.13960, 4.56175)
C (1.38311, -0.19396, 6.03147)
C (-1.68910, -0.17293, -2.59563)
C (2.31380, -1.02463, -2.20323)
C (-0.51040, -3.38426, -1.41855)
C (-4.74606, 1.55689, -1.01447)
C (5.37686, -2.46741, -0.93551)
C (1.25409, -1.59860, -1.48233)
C (0.69297, -2.80232, -1.95973)
C (2.66398, 3.01246, 0.34469)
C (-3.86980, 2.62006, 1.87593)
C (0.13196, 0.93489, -4.36593)
C (-1.47428, -0.76602, -3.83104)
C (-3.08610, -2.79517, 0.60983)
C (0.51452, -1.03314, 3.68229)
C (0.25780, 2.73370, 0.15869)
C (2.27738, -2.82862, -3.79966)
C (-0.55606, -0.21777, -4.71648)
C (1.22597, -3.39239, -3.11632)
C (2.49221, 3.93876, 1.36566)
C (1.54215, 0.91137, 3.75651)
H (-0.38073, -0.68468, -5.67734)
H (1.28488, 1.17874, 1.65574)
H (3.35273, 4.39777, 1.83477)
H (-2.02007, -1.66249, -4.10067)
H (6.20384, -2.34719, -0.23765)
H (-3.15321, 3.20818, 2.44997)
H (-4.56898, -4.16424, 0.67229)
H (3.62415, -1.15190, -3.87677)
H (0.84119, 1.37426, -5.05674)
H (-2.39551, -0.62087, -1.90358)
H (2.06077, 1.82046, 4.00679)
H (5.65762, -3.11127, -1.76203)
H (-4.51414, 1.54372, -2.07941)
H (-2.81263, 5.14430, -0.17342)
H (0.49673, -1.91632, 6.06637)
H (-4.71132, 0.53394, -0.63780)
H (2.72308, -0.09403, -1.83141)
H (3.66186, 2.74668, 0.01732)
H (-3.83995, 1.59179, 2.23717)
H (1.06562, 4.99190, 2.57678)
H (-0.88696, 3.93052, 1.53641)
H (-4.85115, -2.75010, 1.60513)
H (-3.35356, 4.56418, -1.75434)
H (2.66902, -3.30000, -4.69030)
H (-5.75648, 1.94536, -0.88016)
H (1.70547, 1.66801, -1.02002)
H (-1.03495, -4.12872, -2.01085)
H (5.04463, -1.49821, -1.30058)
H (0.45658, 2.43269, -2.87569)
H (0.77416, -4.30840, -3.47906)
H (-4.86687, 3.02412, 2.05732)
H (-4.54044, 4.93048, -0.49222)


3.
A structure of composition C30H32KNO3PSSi at a distorted geometry, computed with wB97M-V/def2-TZVPD.

As for the charge: -1. The calculation puts the total energy at -83594.0946 eV. The value obtained for the relative energy (zero: lowest compared OMol25 entry of this formula, charge and spin) is 11.1 kcal/mol. The LUMO energy comes out at 2.30 eV.

CARTESIAN COORDINATES (ANGSTROEM)
K (0.04963, 0.98960, 0.98498)
S (1.32986, -1.87894, 0.39104)
P (-2.66395, -0.83408, 0.73522)
Si (4.52725, -3.38754, 0.12912)
O (1.05940, 3.45047, 1.02974)
O (-3.94378, 2.84171, 1.28500)
O (-2.09277, 1.81258, 0.54509)
N (2.72106, 0.35850, 0.84298)
C (-3.42873, -4.82064, 1.01420)
C (-3.28621, 1.84935, 0.97176)
C (-4.90210, -2.50351, 1.33930)
C (3.81373, 1.08212, 1.00577)
C (-1.60363, -0.27769, -1.83633)
C (-3.74411, -1.35673, -3.22259)
C (4.08691, -1.58963, 0.49070)
C (2.41511, 4.85085, -0.31215)
C (-2.67242, -0.82464, -3.92097)
C (5.59656, -4.02598, 1.54923)
C (5.58990, -3.39795, -1.43498)
C (-2.82717, -3.58708, 0.83516)
C (2.81181, -0.97270, 0.58986)
C (1.12655, 4.48054, 0.39130)
C (-0.04549, 5.39192, 0.27767)
C (-4.76940, -4.90223, 1.36569)
C (-0.99264, 7.55758, -0.18299)
C (-5.50347, -3.74101, 1.53447)
C (5.20508, -0.78387, 0.67027)
C (0.11503, 6.73126, -0.09015)
C (-2.25907, 7.04135, 0.06706)
C (-2.42235, 5.71012, 0.41058)
C (3.13433, -4.61007, -0.12560)
C (-1.31368, 4.88180, 0.52794)
C (-3.94224, 0.44762, 1.08231)
C (-3.55880, -2.40949, 0.98115)
C (5.09814, 0.57796, 0.93356)
C (-2.66837, -0.81827, -1.11832)
C (-1.60332, -0.28491, -3.22144)
C (-3.73375, -1.35416, -1.83677)
H (5.01573, -4.04954, 2.47211)
H (-3.39094, 5.26141, 0.58618)
H (-0.75104, 0.16469, -1.33665)
H (5.94235, -5.04046, 1.34574)
H (3.60133, -5.58320, -0.31187)
H (-5.48976, -1.60378, 1.46173)
H (-4.57023, -1.78972, -1.30220)
H (3.09471, 4.00365, -0.27345)
H (-5.23464, -5.86929, 1.51060)
H (5.00285, -3.04919, -2.28513)
H (2.48398, -4.67656, 0.74205)
H (-6.54882, -3.78587, 1.81356)
H (6.46209, -2.75061, -1.34923)
H (-2.84000, -5.71964, 0.88723)
H (-4.78879, 0.40973, 0.38887)
H (-0.75629, 0.13079, -3.75180)
H (6.47168, -3.40163, 1.72719)
H (-4.34737, 0.33375, 2.09256)
H (-1.77382, -3.53642, 0.58218)
H (2.87805, 5.71055, 0.17609)
H (-0.87168, 8.59715, -0.45683)
H (-2.66719, -0.83113, -5.00347)
H (-1.46966, 3.83385, 0.75854)
H (6.19468, -1.22701, 0.60313)
H (3.63712, 2.13555, 1.21180)
H (5.93993, -4.40655, -1.66062)
H (-4.58802, -1.78062, -3.75247)
H (2.22623, 5.13564, -1.34685)
H (1.09775, 7.13109, -0.29521)
H (2.50373, -4.33976, -0.96813)
H (-3.12598, 7.68475, -0.02273)
H (5.95906, 1.21418, 1.07819)